Model a:
DFT (ωB97M-V with the def2-TZVPD basis set) results for a single C3H4F2O molecule.

Last column: natural (NBO) charge in e.
Cartesian coordinates (Å):
C -0.841 0.041 0.360  0.5832
C 0.319 -0.658 -0.344  -0.6008
C 1.735 -0.464 -0.085  0.4325
H -0.669 0.251 1.382  0.1421
H 0.034 -0.270 -1.333  0.2759
H 0.182 -1.786 -0.311  0.2314
H 2.378 -1.324 -0.293  0.1112
O 2.226 0.548 0.294  -0.4953
F -1.989 -0.625 0.179  -0.3303
F -1.014 1.207 -0.333  -0.3499

## Properties
- net charge = 0
- highest occupied orbital energy (Ha) = -0.383
- LUMO energy (eV) = 0.74
- SMILES = O=CCC(F)F
- HOMO-LUMO gap (Eh) = 0.4101



Model b:
DFT (ωB97M-V with the def2-TZVPD basis set) results for a single C3H4F2O molecule.

Last column: natural (NBO) charge in e.
Cartesian coordinates (Å):
C 0.111 0.548 0.461  0.1357
C 0.790 -1.114 0.351  0.8487
C -0.749 0.297 -0.734  -0.7080
O 0.611 -1.934 1.117  -0.5016
F 0.872 1.963 0.730  -0.4407
F 1.557 -1.238 -0.699  -0.3226
H -0.091 0.724 1.508  0.2280
H -1.673 0.129 -0.132  0.2741
H -0.266 -0.441 -1.315  0.2333
H -1.163 1.067 -1.288  0.2530

## Properties
- net charge = 0
- highest occupied orbital energy (Ha) = -0.404
- LUMO energy (eV) = 0.47
- SMILES = C[C@H](F)C(=O)F
- HOMO-LUMO gap (Eh) = 0.4210



Which structure is the least stable? The one labeled model b.